[1]
ORCA calculation (ωB97M-V/def2-TZVPD) on a molecular structure, C28H22ClF5FeNO3SSi.

Results
maximum force: 0.11 eV/A
expectation value of S²: 8.7687
E: -4271.66101 Ha
HOMO level (alpha / beta): -7.950 / -8.022 eV
spin multiplicity: 6
E_LUMO (alpha / beta): -0.7 / -1.2 eV
orbital gap (alpha / beta): 7.22 / 6.82 eV

Geometry (Å):
Fe: 0.018 0.467 -0.522
Cl: -4.368 -5.338 -0.290
S: -1.519 2.035 0.131
Si: 1.595 1.921 -2.922
F: -5.824 -1.978 0.655
F: -3.618 1.274 -1.884
F: -4.111 -1.547 2.717
F: -2.148 0.253 2.488
F: -5.561 -0.556 -1.642
O: 1.401 0.741 1.195
O: -0.922 -0.395 -2.147
O: -0.259 -1.227 0.377
N: 1.616 1.086 -1.368
C: -3.145 -4.116 -0.139
C: 3.812 0.572 1.549
C: -2.887 -3.257 -1.166
C: 0.500 0.013 5.172
C: -3.991 -0.841 1.593
C: -0.123 2.559 -3.267
C: -1.904 -2.254 -1.022
C: -3.726 0.613 -0.729
C: -2.416 -4.017 1.060
C: 1.137 0.490 2.543
C: 2.800 0.894 -0.657
C: 0.364 1.290 4.647
C: -2.986 0.102 1.464
C: 0.957 -1.025 4.369
C: 5.077 0.558 0.968
C: -1.164 -2.134 0.184
C: -1.448 -3.061 1.215
C: 5.204 0.688 -0.404
C: -2.819 0.851 0.302
C: 1.275 -0.793 3.040
C: -1.681 -1.377 -2.125
C: -4.868 -1.061 0.547
C: -4.736 -0.325 -0.618
C: 2.070 0.758 -4.308
C: 2.729 3.409 -2.858
C: 0.686 1.537 3.319
C: 4.083 0.850 -1.206
C: 2.714 0.723 0.733
H: 1.059 -2.022 4.778
H: 3.052 0.300 -4.182
H: -2.236 -1.596 -3.047
H: -0.873 1.771 -3.329
H: 0.572 2.518 2.877
H: 1.333 -0.046 -4.381
H: 3.783 3.167 -2.734
H: 6.184 0.660 -0.862
H: 2.436 4.059 -2.029
H: 0.001 2.098 5.268
H: 4.203 0.937 -2.278
H: -2.637 -4.705 1.865
H: 2.621 3.984 -3.781
H: 1.617 -1.584 2.387
H: -0.895 -2.970 2.141
H: -0.453 3.279 -2.516
H: -0.096 3.072 -4.232
H: 2.072 1.296 -5.260
H: 3.689 0.465 2.617
H: -3.442 -3.329 -2.093
H: 5.951 0.438 1.593
H: 0.246 -0.175 6.206


[2]
ORCA calculation (ωB97M-V/def2-TZVPD) on a molecular structure, C28H22F6MnN4O12PS2.

Results
maximum force: 0.46 eV/A
expectation value of S²: 6.2994
E: -5089.76639 Ha
HOMO level (alpha / beta): -8.875 / -8.894 eV
spin multiplicity: 5
E_LUMO (alpha / beta): -1.8 / -1.5 eV
orbital gap (alpha / beta): 7.04 / 7.43 eV

Geometry (Å):
Mn: -0.662 0.644 -1.262
S: -2.280 -0.208 -4.002
S: -1.776 2.522 -3.765
P: 1.810 0.878 1.057
F: -3.803 3.732 -4.870
F: -3.878 -1.686 -2.592
F: -2.933 4.755 -3.170
F: -3.713 0.361 -1.890
F: -4.182 3.014 -2.867
F: -4.856 -0.074 -3.675
O: -1.587 -0.728 -0.214
O: -0.815 3.251 -4.516
O: -1.479 2.268 -2.346
O: -1.170 -0.412 -3.044
O: -2.354 -6.789 0.893
O: -2.397 -1.164 -5.044
O: -0.529 -6.872 -0.245
O: 1.240 -2.894 -2.184
O: -4.114 -2.533 2.197
O: 0.874 -1.031 -1.185
O: -4.041 -0.995 0.697
O: 1.077 1.247 -2.575
N: 0.600 -2.219 -1.415
N: -3.661 -2.031 1.188
N: -2.318 1.257 -4.534
N: -1.456 -6.276 0.262
C: 1.870 -2.970 2.401
C: -3.281 3.574 -3.666
C: -2.511 -4.094 0.697
C: 0.139 2.838 2.339
C: 2.178 -1.757 1.806
C: -0.489 -4.197 -0.599
C: 3.870 1.939 4.479
C: -1.050 3.544 2.466
C: 3.028 1.546 2.249
C: 1.311 -0.668 1.915
C: -1.485 -4.820 0.110
C: 3.212 1.316 -3.720
C: 0.128 -0.822 2.631
C: 5.189 2.581 2.575
C: -0.510 -2.818 -0.699
C: -2.093 3.325 1.576
C: 4.194 2.102 1.731
C: -0.713 1.777 0.402
C: -3.789 -0.416 -2.967
C: -1.927 2.427 0.528
C: 2.510 1.220 -2.387
C: -0.184 -2.040 3.227
C: 2.881 1.463 3.635
C: -1.537 -1.994 -0.149
C: 0.684 -3.114 3.112
C: -2.540 -2.736 0.545
C: 5.027 2.499 3.947
C: 0.318 1.915 1.308
H: 3.745 1.869 5.551
H: 1.990 1.010 4.056
H: -3.281 -4.593 1.268
H: -1.167 4.254 3.274
H: 4.292 1.339 -3.570
H: 2.914 2.219 -4.254
H: -3.031 3.853 1.682
H: 0.308 -4.768 -1.052
H: 4.321 2.162 0.656
H: -2.740 2.263 -0.167
H: 2.985 0.449 -4.344
H: 6.091 3.010 2.158
H: 0.440 -4.061 3.577
H: 2.778 0.314 -1.846
H: 2.732 2.076 -1.754
H: 2.554 -3.803 2.310
H: 0.938 3.000 3.049
H: 5.803 2.864 4.607
H: 0.869 0.698 -3.345
H: -1.107 -2.144 3.785
H: 3.101 -1.653 1.246
H: -0.565 0.006 2.721


[3]
ORCA calculation (ωB97M-V/def2-TZVPD) on a molecular structure, C28H22N2OPRuS4Sb.

Results
maximum force: 0.80 eV/A
expectation value of S²: 6.0346
E: -3534.21476 Ha
HOMO level (alpha / beta): -6.669 / -6.985 eV
spin multiplicity: 5
E_LUMO (alpha / beta): -0.2 / -1.3 eV
orbital gap (alpha / beta): 6.45 / 5.64 eV

Geometry (Å):
Sb: -0.532 -2.335 -5.262
Ru: -0.975 -0.218 -1.128
S: -0.137 -4.463 -4.359
S: -1.483 -2.591 -1.685
S: 1.484 -1.497 -4.537
S: -2.053 -1.512 -3.310
P: -0.682 -0.721 1.088
O: -3.171 1.400 -0.973
N: -0.424 1.314 -2.693
N: 1.255 -0.540 -1.637
C: 3.138 0.978 -2.082
C: -2.526 3.038 2.978
C: -0.920 -2.606 3.167
C: -2.812 -4.072 3.411
C: 0.918 1.584 -2.757
C: 3.639 2.169 -2.671
C: -2.096 1.562 1.149
C: 1.414 2.734 -3.387
C: 0.478 3.567 -4.041
C: -2.682 -2.579 1.521
C: -2.216 1.102 -0.279
C: -1.132 1.090 3.291
C: -1.593 -3.592 3.876
C: 1.093 -0.847 1.482
C: 1.733 -2.086 1.419
C: 3.249 0.222 1.726
C: -1.460 -2.092 1.987
C: -1.733 2.234 3.798
C: -0.841 3.246 -4.025
C: -2.723 2.695 1.648
C: -3.357 -3.563 2.239
C: 3.119 -2.172 1.516
C: 1.863 0.307 1.627
C: -1.260 2.105 -3.309
C: 3.878 -1.017 1.674
C: -1.311 0.762 1.952
C: 2.805 3.018 -3.330
C: 1.814 0.676 -2.137
H: -3.349 3.295 0.994
H: 3.606 -3.141 1.463
H: 3.840 1.127 1.836
H: -1.167 -3.986 4.792
H: -3.334 -4.849 3.962
H: 0.831 4.459 -4.549
H: -3.092 -2.201 0.598
H: 0.031 -2.235 3.538
H: -4.304 -3.941 1.870
H: -2.305 1.845 -3.226
H: 1.904 -1.032 -1.044
H: 1.149 -2.990 1.274
H: 1.077 -1.159 -2.448
H: -1.591 2.502 4.842
H: 3.184 3.912 -3.817
H: -2.992 3.930 3.384
H: -1.581 3.861 -4.519
H: 3.821 0.275 -1.608
H: 4.959 -1.083 1.750
H: 1.383 1.279 1.648
H: 4.704 2.379 -2.625
H: -0.536 0.454 3.938


[4]
ORCA calculation (ωB97M-V/def2-TZVPD) on a molecular structure, C28H23AuBrN4OS in a non-equilibrium geometry.

Results
net charge: +1
maximum force: 4.06 eV/A
expectation value of S²: 2.0519
E: -4482.61349 Ha
HOMO level (alpha / beta): -10.484 / -10.640 eV
spin multiplicity: 3
E_LUMO (alpha / beta): -3.2 / -4.8 eV
orbital gap (alpha / beta): 7.33 / 5.88 eV

Geometry (Å):
Au: -0.552 -0.209 -1.152
Br: 5.309 3.252 0.511
S: -1.151 -2.654 -1.379
O: 1.567 0.340 -2.859
N: -0.342 2.047 -1.965
N: -2.117 0.095 -2.807
N: 0.496 -2.782 0.721
N: 0.273 -4.662 -0.573
C: -2.222 3.671 -2.191
C: 0.146 0.169 0.669
C: 1.254 -3.410 1.830
C: -3.626 3.939 -2.456
C: -2.960 -0.877 -3.179
C: -4.822 0.594 -3.375
C: 0.282 0.501 1.818
C: -4.422 2.962 -2.863
C: -1.667 2.442 -2.300
C: 2.930 2.994 -0.890
C: -2.583 1.337 -2.708
C: -0.581 0.901 5.430
C: 1.268 -5.338 0.309
C: 2.301 0.962 -2.126
C: 1.796 1.131 5.194
C: -0.040 -3.416 -0.337
C: 4.428 1.019 -0.978
C: 0.686 1.054 6.011
C: 0.652 2.834 -1.807
C: 1.992 2.298 -1.590
C: -4.299 -0.663 -3.567
C: 1.718 0.909 3.788
C: 0.463 0.687 3.267
C: 1.076 -4.906 1.729
C: 3.583 0.411 -1.745
C: -3.951 1.659 -3.020
C: -0.671 0.656 4.077
C: 4.128 2.333 -0.553
H: 0.038 -1.910 0.983
H: -3.963 4.916 -2.268
H: -4.870 -1.514 -3.910
H: 5.350 0.526 -0.611
H: 0.068 -5.102 2.049
H: 1.785 -5.417 2.333
H: -1.642 0.550 3.633
H: -5.460 3.174 -3.106
H: 1.168 -6.410 0.186
H: -2.571 -1.864 -3.136
H: -0.122 -5.090 -1.419
H: 0.916 1.198 7.009
H: 2.567 1.037 3.082
H: -1.609 4.487 -1.861
H: 0.490 3.903 -1.746
H: -5.862 0.893 -3.633
H: 3.825 -0.570 -2.187
H: -1.472 0.853 6.009
H: 2.736 3.984 -0.485
H: 0.880 -3.059 2.780
H: 2.335 -3.055 1.718
H: 2.307 -5.004 0.021
H: 2.762 1.192 5.624


[5]
ORCA calculation (ωB97M-V/def2-TZVPD) on a molecular structure, C28H23AuClN4O2 in a non-equilibrium geometry.

Results
net charge: -1
maximum force: 1.18 eV/A
E: -2046.21835 Ha
HOMO level: -3.178 eV
E_LUMO: 1.9 eV
orbital gap: 5.04 eV

Geometry (Å):
Au: 3.775 0.748 2.771
Cl: 1.786 -5.716 4.101
O: 5.577 1.494 1.677
O: -7.092 0.268 -5.233
N: 2.357 -0.892 1.016
N: 2.405 1.848 0.796
N: -1.655 1.472 -1.968
N: -1.829 -0.712 -1.580
C: -4.102 1.538 -3.506
C: -2.365 0.395 -2.185
C: 1.259 -3.057 4.363
C: 1.196 -2.978 0.849
C: 2.486 3.151 0.629
C: 3.927 -2.356 4.593
C: 1.433 1.177 0.165
C: 3.341 0.088 4.699
C: 1.601 3.882 -0.172
C: 0.574 3.216 -0.795
C: 1.623 -1.731 4.507
C: 0.470 1.833 -0.622
C: 2.241 -4.032 4.322
C: 3.577 -3.687 4.444
C: 2.966 -1.328 4.612
C: 0.273 -1.021 -0.156
C: 5.666 2.419 0.684
C: -0.687 -0.290 -0.931
C: -7.623 1.460 -5.773
C: -0.599 1.051 -1.182
C: 1.365 -0.288 0.353
C: -5.944 0.364 -4.504
C: -5.452 -0.832 -3.985
C: -3.602 0.353 -2.982
C: -5.265 1.553 -4.264
C: 0.198 -2.390 0.111
C: -4.295 -0.831 -3.234
C: 2.268 -2.181 1.266
H: 3.291 3.642 1.162
H: 5.430 3.464 1.004
H: -3.564 2.455 -3.310
H: -7.881 2.173 -4.985
H: 0.216 -3.335 4.271
H: -6.921 1.928 -6.469
H: -3.935 -1.777 -2.848
H: 4.266 0.238 5.256
H: 5.006 2.227 -0.192
H: -2.196 -1.644 -1.602
H: 1.170 -4.029 1.104
H: -8.524 1.173 -6.309
H: 4.974 -2.089 4.660
H: 2.536 0.687 5.125
H: -5.626 2.493 -4.655
H: -5.992 -1.747 -4.184
H: 6.694 2.481 0.265
H: 4.339 -4.456 4.415
H: 1.727 4.951 -0.275
H: -0.642 -2.972 -0.252
H: 0.851 -0.970 4.510
H: 3.088 -2.611 1.830
H: -0.159 3.726 -1.407


[6]
ORCA calculation (ωB97M-V/def2-TZVPD) on a molecular structure, C28H23Br3N6O2ReS.

Results
net charge: +2
maximum force: 0.78 eV/A
expectation value of S²: 3.8464
E: -9757.82537 Ha
HOMO level (alpha / beta): -12.723 / -12.627 eV
spin multiplicity: 4
E_LUMO (alpha / beta): -6.6 / -7.4 eV
orbital gap (alpha / beta): 6.11 / 5.18 eV

Geometry (Å):
Re: 0.072 0.785 0.383
Br: -2.724 8.413 -4.604
Br: -1.320 -3.818 5.530
Br: -4.417 -1.088 1.691
S: 0.590 3.029 0.937
O: 1.805 1.039 -0.735
O: -1.691 0.246 1.074
N: -0.637 1.392 -1.505
N: 0.664 -0.222 2.163
N: -1.529 2.848 2.605
N: 1.097 2.869 -5.807
N: -0.199 4.781 2.671
N: 0.302 3.540 -6.442
C: 0.025 5.354 -4.786
C: -0.373 4.670 -5.938
C: -0.271 -1.851 3.724
C: 1.204 2.441 -4.534
C: -1.434 5.125 -6.718
C: -0.677 6.474 -4.397
C: -1.431 -2.559 4.140
C: -2.635 -2.340 3.531
C: -0.878 5.633 3.652
C: -1.908 1.454 -1.890
C: 3.032 0.359 2.118
C: -2.530 3.114 3.641
C: -0.409 -0.931 2.677
C: -1.772 6.898 -5.153
C: 2.760 1.726 -2.798
C: -1.286 2.163 -4.099
C: -2.260 1.822 -3.189
C: -2.748 -1.395 2.490
C: -2.152 6.234 -6.312
C: 0.337 1.716 -2.401
C: 1.871 -0.382 2.697
C: 0.060 2.141 -3.701
C: 1.022 -1.997 4.275
C: -0.509 3.580 2.201
C: -1.658 -0.681 2.073
C: 1.676 1.498 -1.926
C: 2.062 -1.271 3.773
C: 2.512 2.157 -4.073
H: -2.067 3.415 4.576
H: 2.744 1.349 1.772
H: -2.651 1.182 -1.151
H: -1.952 5.616 3.512
H: -0.535 6.650 3.484
H: -3.253 3.861 3.319
H: 3.328 2.320 -4.764
H: -3.303 1.815 -3.471
H: -2.986 6.594 -6.898
H: -1.560 2.414 -5.113
H: -0.625 5.342 4.670
H: -3.058 2.179 3.810
H: -3.513 -2.887 3.843
H: 0.668 5.149 2.311
H: 1.176 -2.686 5.094
H: -0.378 7.035 -3.524
H: 3.055 -1.373 4.187
H: 3.435 -0.191 1.265
H: -1.683 4.599 -7.629
H: 3.765 1.526 -2.456
H: 3.823 0.454 2.859
H: -1.654 1.971 2.112
H: 0.892 5.036 -4.223


[7]
ORCA calculation (ωB97M-V/def2-TZVPD) on a molecular structure, C28H23BrHfN7O2S.

Results
net charge: +3
maximum force: 0.62 eV/A
E: -4633.96659 Ha
HOMO level: -14.669 eV
E_LUMO: -9.4 eV
orbital gap: 5.22 eV

Geometry (Å):
Hf: 0.671 -1.268 -0.931
Br: 1.015 6.077 5.431
S: -1.123 -2.036 1.883
O: -0.069 -1.278 1.018
O: 1.542 0.124 -1.934
N: 1.771 -2.967 -1.875
N: -1.464 5.598 -0.047
N: 4.818 -1.895 -0.096
N: -1.505 4.611 -0.799
N: 2.689 -1.460 0.172
N: -1.099 -0.142 -1.564
N: 3.664 -3.951 -2.331
C: -3.761 -3.985 -1.248
C: -0.878 5.590 1.230
C: -1.344 2.229 -1.034
C: -2.430 -0.254 -1.597
C: -2.734 2.063 -1.101
C: -2.378 -4.012 -1.417
C: 1.450 2.436 -1.151
C: 0.001 4.603 3.245
C: 2.723 -4.507 -3.171
C: -3.275 0.826 -1.397
C: -0.667 6.862 1.764
C: 3.578 -2.172 -0.514
C: -4.317 -3.386 -0.128
C: -0.543 1.109 -1.331
C: -0.084 7.016 3.007
C: 0.856 1.208 -1.417
C: 0.687 3.546 -0.823
C: -0.707 3.482 -0.778
C: 0.250 5.886 3.738
C: 3.076 -3.029 -1.572
C: 1.551 -3.892 -2.886
C: 4.730 -0.969 0.914
C: -0.560 4.459 1.996
C: -3.497 -2.793 0.831
C: -2.124 -2.837 0.659
C: -0.210 -3.410 2.548
C: 3.403 -0.701 1.067
C: -1.552 -3.442 -0.461
H: -4.401 -4.445 -1.989
H: 5.684 -2.282 -0.444
H: 2.926 -0.026 1.758
H: -0.916 -4.041 3.090
H: 2.959 -5.274 -3.889
H: -1.948 -4.505 -2.280
H: -0.959 7.719 1.170
H: -4.344 0.691 -1.474
H: 0.232 3.742 3.855
H: -2.832 -1.240 -1.793
H: 0.526 -3.012 3.246
H: 4.638 -4.223 -2.312
H: -0.476 -3.592 -0.567
H: -0.792 3.468 1.632
H: 0.261 -3.960 1.735
H: 5.594 -0.588 1.432
H: -3.927 -2.307 1.699
H: -3.376 2.922 -0.946
H: 2.525 2.529 -1.251
H: 0.587 -4.038 -3.341
H: 1.173 4.499 -0.657
H: -5.391 -3.373 0.006
H: 0.099 7.998 3.419


Which value of E does entry 3 give? -3534.21476 Ha